Entry 1:
# C3H13NO2S2

3 unconnected molecules or ions with the total composition C3H13NO2S2 (wB97M-V/def2-TZVPD, the Open Molecules 2025 dataset).

Geometry as ORCA input:
```
! RIJCOSX wB97M-V def2-TZVPD def2/J DEFGRID3
* xyz -1 2
S 0.6696 -2.4468 0.5304
S -1.2607 -2.0001 1.1620
C -2.0285 -0.6281 0.1565
C -1.4418 -0.3117 -1.1974
C -0.1519 0.4871 -1.1104
N 0.3034 0.9990 -2.4143
H 0.3702 -3.3688 -0.3888
H -3.0873 -0.9129 0.1647
H -2.0405 0.2964 0.7625
H -1.2504 -1.1873 -1.8079
H -2.1779 0.2368 -1.8169
H -0.2045 1.3553 -0.4527
H 0.5489 -0.2204 -0.6677
H 1.3197 1.0366 -2.3143
H 0.2776 0.3000 -3.1582
H 2.3429 -0.1499 2.6780
H 3.3027 -0.1101 1.4572
O 2.4261 0.1417 1.7710
H 0.1086 1.7394 1.8715
H 1.4371 2.4423 2.2327
O 0.5368 2.3014 2.5420
*
```

For the orbital gap (alpha / beta), the calculation gives 3.06 / 8.22 eV. As for the expectation value of S²: 0.75. For the energy relative to the best compared isomer or geometry (same formula, charge and spin), the calculation gives 31.9 kcal/mol.



Entry 2:
# C4H4F2O2S

C4H4F2O2S in the gas phase (wB97M-V/def2-TZVPD, the Open Molecules 2025 dataset).

Geometry as ORCA input:
```
! RIJCOSX wB97M-V def2-TZVPD def2/J DEFGRID3
* xyz 0 1
C -0.6401 -2.3576 -0.5931
C -0.5609 -1.5118 -1.6187
C -0.1285 -0.0633 1.5665
C -0.2494 -0.0403 -1.3581
O -2.3250 -0.0749 0.3289
O -0.7825 1.9700 0.0474
F -0.5538 -3.6379 -0.5939
F -0.8343 -1.7434 -2.9836
S -1.0274 0.5600 0.2264
H -0.7842 -0.6222 2.2625
H 0.8535 -0.5887 1.2481
H 0.7949 0.2930 -1.2730
H -0.6405 0.4720 -2.1796
*
```

For the orbital gap (alpha / beta), the calculation gives 8.16 / 8.27 eV. For the energy relative to the best compared isomer or geometry (same formula, charge and spin), the calculation gives 91.9 kcal/mol.



Entry 3:
# C18H45MnO9

A molecular structure, C18H45MnO9 (wB97M-V/def2-TZVPD, the Open Molecules 2025 dataset).

Geometry as ORCA input:
```
! RIJCOSX wB97M-V def2-TZVPD def2/J DEFGRID3
* xyz 0 7
Mn -1.6573 -1.2958 -1.3209
C 1.8684 -0.7286 0.3464
C 0.8371 0.4113 0.2798
O -0.3720 -0.0057 -0.2958
H 1.3310 -1.4219 0.9934
H 2.7135 -0.3083 0.8915
H 2.2788 -1.2111 -0.5407
H 1.1899 1.3486 -0.1504
H 0.5640 0.6370 1.3106
C -4.5796 4.0590 0.4925
O -3.9734 2.8330 0.8806
C -2.7756 3.0155 1.6617
C -2.1677 1.7022 2.3327
O -2.7605 1.4273 3.5940
C -4.1334 1.0687 3.4240
H -5.2917 3.8021 -0.2917
H -3.9589 4.7055 -0.1277
H -5.0722 4.6870 1.2349
H -3.0524 3.7034 2.4607
H -2.1037 3.5450 0.9862
H -1.0948 1.8624 2.4385
H -2.2109 0.8656 1.6354
H -4.6692 1.8689 3.9346
H -4.4635 0.1851 3.9701
H -4.6845 1.2624 2.5037
C -4.4972 -0.7984 0.0256
O -3.1028 -1.2910 0.1811
C -2.9675 -2.4446 1.0174
C -1.4416 -2.6017 1.2373
O -0.7761 -2.8246 -0.0606
C -0.4568 -4.2143 -0.2553
H -4.9858 -1.2073 -0.8589
H -4.6493 0.2766 0.1214
H -5.1211 -1.1924 0.8278
H -3.4485 -3.3669 0.6916
H -3.5483 -2.4061 1.9390
H -1.3547 -3.3674 2.0082
H -1.0077 -1.7728 1.7965
H -1.2634 -4.9469 -0.2286
H 0.2651 -4.6337 0.4454
H 0.0537 -4.4313 -1.1936
C -2.4974 1.6185 -1.8160
O -2.5312 0.3289 -2.3195
C -2.0808 0.2099 -3.6830
C -0.5612 -0.1961 -3.6964
O -0.4724 -1.3980 -2.9913
C 0.6869 -2.1443 -3.3065
H -1.5253 2.1105 -1.8507
H -2.7258 1.5237 -0.7544
H -3.3095 2.2045 -2.2462
H -2.3049 1.1461 -4.1943
H -2.7160 -0.4981 -4.2155
H 0.0242 0.5352 -3.1391
H -0.1252 -0.1354 -4.6936
H 0.6940 -2.5611 -4.3136
H 0.6505 -3.0152 -2.6520
H 1.6173 -1.6430 -3.0398
C 8.6138 -1.3431 1.5498
O 7.4932 -0.5055 1.4958
C 6.7137 -0.4878 0.2946
C 5.5598 0.4487 0.2753
O 6.0548 1.7960 0.1856
C 4.9539 2.6869 0.0356
H 8.5965 -1.9019 2.4856
H 9.5426 -0.8389 1.2832
H 8.5675 -2.2146 0.8968
H 6.2755 -1.4711 0.1235
H 7.4330 -0.3854 -0.5179
H 4.9724 0.4308 1.1934
H 4.9461 0.0658 -0.5400
H 4.4510 2.5209 -0.9171
H 5.3558 3.6936 -0.0786
H 4.1875 2.6238 0.8081
*
```

For the orbital gap (alpha / beta), the calculation gives 3.28 / 8.41 eV. As for the expectation value of S²: 12.00.



Values of molecular weight, in order: 159.276 154.137 460.487, all in g/mol.